Below is one molecule with the formula C3H8N2O2 at a distorted geometry, with properties calculated with ωB97M-V with the def2-TZVPD basis set.

The geometry in XYZ format:
```
15
Properties=species:S:1:pos:R:3:forces:R:3
O -0.4369 0.1142 2.3556 -1.14 0.24 -0.48
C -0.8600 0.6035 1.3257 1.86 0.60 -0.68
N -0.8510 1.9746 1.0480 1.08 0.39 1.91
C -1.0740 -0.1371 0.0210 2.70 -0.41 -0.21
N 0.2866 -0.6972 -0.3395 -0.87 -0.62 -1.76
C 0.5717 -0.9513 -1.7843 -1.03 1.20 -0.68
O 1.9364 -0.9614 -2.1113 1.70 1.09 2.66
H -0.2564 2.4476 1.7603 -0.91 -0.26 -0.58
H -0.4593 2.1615 0.1374 -0.32 0.10 -0.22
H -1.7618 -0.9413 0.1460 -0.83 -0.41 -0.30
H -1.2722 0.6039 -0.7660 -0.81 -0.59 0.16
H 1.0733 -0.6271 0.2854 -0.32 0.01 0.20
H 0.3823 -1.9332 -2.2554 -1.74 0.17 0.92
H 0.0628 -0.0888 -2.3830 0.53 -1.48 0.78
H 2.3603 -0.8765 -1.2127 0.10 -0.04 -1.71
```
Positions in Å, forces in eV/Å.

Max |F|: 0.0650 Eh/bohr
Net charge: 0
Spin multiplicity: 1
Kohn-Sham gap: 9.71 eV
Energy relative to the best compared isomer or geometry (same formula, charge and spin): 2.439 eV
Molecular weight: 104.1 g mol⁻¹
HOMO energy: -9.047 eV

***

Below is C15H31F5OP2ReTe as an isolated structure at a distorted geometry, with properties calculated with ωB97M-V with the def2-TZVPD basis set.

The geometry in XYZ format:
```
56
Properties=species:S:1:pos:R:3:forces:R:3
P 3.6471 3.6898 -0.5627 4.57 -0.35 1.06
P 5.7017 0.5073 -0.2252 0.88 -1.97 -1.07
C 5.4557 3.3876 -0.3404 0.62 0.59 -0.33
C 6.0721 2.1174 -0.9985 0.67 0.15 -0.21
H 5.6626 3.4135 0.7451 -0.18 0.04 -0.35
H 5.9583 4.2654 -0.7796 -0.03 -0.14 0.26
H 5.7837 2.0468 -2.0641 0.29 0.05 0.41
H 7.1749 2.1542 -0.9320 -0.37 0.71 -0.40
C 6.9361 0.1577 1.0805 0.23 0.42 -0.16
H 6.6055 -0.7246 1.6514 0.18 0.31 -0.23
H 7.0471 1.0095 1.7687 0.09 -0.31 -0.12
H 7.8942 -0.0592 0.5874 -0.11 0.10 0.42
C 6.0650 -0.7899 -1.4659 0.80 0.17 -0.29
H 7.0929 -1.1475 -1.3115 -0.29 -0.06 -0.45
H 5.9395 -0.3901 -2.4866 0.19 -0.33 0.30
H 5.3579 -1.6229 -1.3091 0.36 0.37 -0.05
C 3.2266 5.1304 0.4363 -0.22 0.12 0.38
H 2.1434 5.3421 0.3914 0.47 0.12 0.05
H 3.7848 5.9846 0.0133 -0.23 -0.29 0.13
H 3.5341 4.9945 1.4862 -0.13 -0.03 -0.35
C 3.4199 4.1647 -2.2841 -0.42 -0.24 -0.42
H 3.8995 3.4534 -2.9634 -0.08 0.00 0.13
H 3.8897 5.1487 -2.4274 0.00 -0.21 0.26
H 2.3629 4.2626 -2.5536 0.15 0.06 -0.04
Re 0.9548 2.7930 -0.2043 -3.08 -4.15 2.30
C 2.8143 -1.8225 -0.8420 -0.53 -1.70 0.18
C 3.0701 -1.6700 0.4660 -0.60 0.66 -0.96
C 3.4240 -0.5181 1.3715 -0.42 0.70 0.75
C 3.6972 1.0439 1.2003 -0.05 0.60 2.53
C 3.0767 2.0200 0.1266 -0.65 2.69 0.20
C 2.3842 1.4683 -1.1025 -1.82 0.84 -0.33
C 3.1667 0.4101 -1.7820 0.37 -0.17 -0.41
C 2.5144 -0.9288 -2.0037 0.83 -0.50 -0.21
C -0.5422 2.4626 -1.5444 -0.11 -0.35 -0.84
H 2.8117 -2.8796 -1.1653 -0.67 0.42 0.44
H 2.8389 -2.5386 1.0979 0.86 0.05 -0.39
H 4.3374 -0.8509 1.8990 -0.35 0.20 -0.11
H 2.6284 -0.5405 2.1442 0.40 -0.06 -0.15
H 3.2225 1.4152 2.1274 -0.36 -0.01 -0.08
H 4.7663 1.2902 1.4497 -1.58 -0.01 -0.20
H 2.4266 2.5984 0.9331 0.59 -0.89 -0.39
H 2.0353 2.1551 -1.9378 0.57 0.33 0.52
H 4.0414 0.2188 -1.1050 -0.94 0.22 -0.49
H 3.5976 0.7523 -2.7426 -0.54 0.37 0.32
H 1.4411 -0.8411 -2.2288 0.29 -0.32 0.17
H 3.0141 -1.3771 -2.8873 -0.49 0.21 0.34
H -0.3041 1.4916 -1.9886 -0.39 0.00 -0.25
H -0.6484 3.2106 -2.3344 0.00 0.05 0.02
H -1.4816 2.3557 -0.9931 0.03 0.13 -0.01
F -2.2961 -2.3986 0.6621 1.35 1.67 0.05
Te -1.0110 -1.0123 0.8344 -3.49 -4.01 -0.02
F 0.2059 -2.5142 1.2510 -0.71 1.88 -0.30
F -2.4548 0.2220 0.3103 1.74 -0.72 0.52
F -1.6039 -0.9814 2.7088 1.00 0.48 -1.82
F -0.6743 -1.3281 -1.0884 0.14 0.79 1.66
O 0.1639 2.3924 1.2825 1.20 1.33 -1.95
```
Positions in Å, forces in eV/Å.

Max |F|: 0.1100 Eh/bohr
Net charge: +2
Spin multiplicity: 4
Kohn-Sham gap (alpha / beta): 3.74 / 3.28 eV
Energy relative to the best compared isomer or geometry (same formula, charge and spin): 6.414 eV
Molecular weight: 698.2 g mol⁻¹
HOMO energy (alpha / beta): -13.364 / -13.510 eV

***

Below is C26H18AuClINO4 as an isolated structure at a distorted geometry, with properties calculated with ωB97M-V with the def2-TZVPD basis set.

The geometry in XYZ format:
```
52
Properties=species:S:1:pos:R:3:forces:R:3
Au -0.0015 0.7520 -0.2166 -0.72 1.00 0.04
Cl 0.3832 0.8187 7.0023 0.00 0.01 -0.08
C -0.0817 0.7787 5.3245 -0.02 -0.02 0.07
C -1.0706 -0.1623 4.9215 0.06 0.00 0.14
C -1.5040 -0.2430 3.6386 -0.06 0.22 -0.04
C -0.9698 0.6276 2.6332 0.26 0.22 0.21
O -1.4321 0.6040 1.4556 0.10 -0.30 -0.74
C 0.0710 1.5393 3.0523 0.18 -0.17 0.12
C 0.6914 2.3855 2.1348 -0.40 -0.04 -0.10
O 0.5584 2.3688 0.8732 0.76 0.14 0.66
C 0.4793 1.6139 4.4213 -0.20 -0.16 -0.09
H -1.4786 -0.8270 5.6719 0.00 -0.01 0.01
H -2.2604 -0.9560 3.3420 -0.01 -0.01 -0.05
H 1.3509 3.1743 2.5082 -0.05 0.05 0.08
H 1.2364 2.3272 4.7189 0.03 0.02 -0.01
N -0.7976 -0.3180 -1.7189 -0.33 -0.37 0.17
C -0.5511 -0.1799 -3.1332 -0.08 0.02 0.09
C -1.3263 -1.0114 -3.9310 0.03 0.17 -0.20
C -1.1493 -1.0026 -5.3005 -0.07 -0.07 0.01
C -0.1750 -0.1874 -5.8551 0.08 0.04 -0.10
C 0.6049 0.6197 -5.0497 -0.20 -0.03 0.08
C 0.4156 0.6689 -3.6636 -0.01 0.00 0.06
C 1.3526 1.4433 -2.8090 0.16 -0.09 -0.03
C 2.3031 2.2959 -3.3927 -0.11 -0.23 -0.11
C 3.3977 2.7548 -2.6938 0.06 0.03 0.00
C 3.6040 2.3430 -1.3860 0.06 -0.05 0.19
C 2.6305 1.5974 -0.7419 -0.19 0.12 -0.54
C 1.4738 1.2374 -1.4408 0.53 0.19 0.17
H -1.8032 -0.2189 -1.4756 0.07 -0.42 -0.09
H -0.6170 -1.2753 -1.3602 0.08 0.03 0.06
H -2.0648 -1.6532 -3.4669 0.00 0.00 0.03
H -1.7544 -1.6432 -5.9261 -0.01 -0.02 -0.03
H -0.0004 -0.1993 -6.9225 -0.01 0.00 -0.01
H 1.3977 1.1933 -5.5028 -0.03 0.02 -0.05
H 2.1881 2.5764 -4.4299 0.05 0.03 0.02
H 4.1107 3.4024 -3.1850 0.02 0.01 0.01
H 4.4971 2.6314 -0.8473 0.01 0.00 -0.03
H 2.7642 1.3156 0.2907 -0.04 0.06 0.07
I -3.7413 -7.3085 3.4933 -0.08 -0.20 0.12
C -3.1506 -5.6131 2.4527 0.12 0.21 -0.12
C -1.8103 -5.2493 2.4466 -0.09 0.00 -0.01
C -1.4232 -4.1162 1.7488 0.05 0.03 0.01
C -2.3554 -3.3485 1.0615 0.13 -0.08 0.11
C -3.6902 -3.7266 1.0829 -0.09 0.10 -0.05
C -4.0961 -4.8562 1.7747 0.02 -0.07 0.06
C -1.9116 -2.1233 0.2962 -0.24 0.17 0.17
O -2.7883 -1.4707 -0.3074 0.03 -0.01 -0.22
O -0.6743 -1.8455 0.3220 0.14 -0.50 -0.05
H -1.0803 -5.8431 2.9778 0.02 -0.02 0.02
H -0.3871 -3.8069 1.7276 0.02 -0.01 -0.01
H -4.4084 -3.1171 0.5509 0.01 0.00 -0.02
H -5.1369 -5.1474 1.7884 -0.03 0.00 -0.01
```
Positions in Å, forces in eV/Å.

Max |F|: 0.0240 Eh/bohr
Net charge: 0
Spin multiplicity: 1
Kohn-Sham gap: 7.11 eV
Energy relative to the best compared isomer or geometry (same formula, charge and spin): 0.960 eV
Molecular weight: 767.8 g mol⁻¹
HOMO energy: -8.363 eV

***

Below is an isolated ion of composition C7H13N2S and charge +1 at a distorted geometry, with properties calculated with ωB97M-V with the def2-TZVPD basis set.

The geometry in XYZ format:
```
23
Properties=species:S:1:pos:R:3:forces:R:3
C -0.3652 -1.6466 0.9455 -2.08 -0.64 0.94
C 1.0682 -1.9914 0.7621 -0.93 1.90 -0.28
C -1.0481 -0.5669 0.5007 -0.29 -2.08 0.12
C 0.7761 1.1286 0.1785 -0.20 -1.42 0.00
C -2.5682 -0.3540 0.6813 2.78 -0.26 2.00
C 1.6902 1.7743 -0.7554 0.56 1.96 1.81
C -0.2304 -0.2589 -1.7141 -0.51 0.68 -0.63
N 1.9614 -1.2629 0.2858 -0.24 0.43 -0.18
N -0.3938 0.4080 -0.4160 -1.19 2.57 1.83
S 0.7552 1.4238 1.8943 -0.94 -0.29 -0.51
H -0.9995 -2.4729 1.5536 1.58 2.24 -1.48
H 1.2839 -2.9331 1.1339 0.86 -2.14 0.66
H -2.7204 -0.7568 1.7515 -0.48 0.86 -1.82
H -3.1505 -0.8840 -0.0706 -0.14 0.37 0.06
H -2.5373 0.7439 0.6548 -1.55 -0.21 0.18
H 2.4416 1.1338 -1.0386 1.96 -1.92 -0.61
H 2.2217 2.5564 -0.1650 -0.44 -0.22 -0.75
H 1.3642 2.1794 -1.6811 -1.05 0.69 -0.60
H 0.3434 -1.1031 -1.4528 0.20 -1.44 -0.32
H -1.2782 -0.4273 -2.0831 1.39 -0.10 -0.04
H 0.4251 0.3281 -2.3470 -0.52 0.28 -0.38
H -1.0682 1.2329 -0.5292 0.55 -1.49 -0.10
H 2.0288 1.7485 1.9111 0.68 0.24 0.10
```
Positions in Å, forces in eV/Å.

Max |F|: 0.0667 Eh/bohr
Net charge: +1
Spin multiplicity: 1
Kohn-Sham gap (alpha / beta): 7.46 / 9.53 eV
Energy relative to the best compared isomer or geometry (same formula, charge and spin): 6.281 eV
Molecular weight: 157.3 g mol⁻¹
HOMO energy (alpha / beta): -11.654 / -13.539 eV

***

> Among the records above, which one has the lowest molecular weight?

C3H8N2O2

***

> Among the records above, which one has the lowest max |F|?

C26H18AuClINO4

***

Repeat the fourth record exactly.
Below is an isolated ion of composition C7H13N2S and charge +1 at a distorted geometry, with properties calculated with ωB97M-V with the def2-TZVPD basis set.

The geometry in XYZ format:
```
23
Properties=species:S:1:pos:R:3:forces:R:3
C -0.3652 -1.6466 0.9455 -2.08 -0.64 0.94
C 1.0682 -1.9914 0.7621 -0.93 1.90 -0.28
C -1.0481 -0.5669 0.5007 -0.29 -2.08 0.12
C 0.7761 1.1286 0.1785 -0.20 -1.42 0.00
C -2.5682 -0.3540 0.6813 2.78 -0.26 2.00
C 1.6902 1.7743 -0.7554 0.56 1.96 1.81
C -0.2304 -0.2589 -1.7141 -0.51 0.68 -0.63
N 1.9614 -1.2629 0.2858 -0.24 0.43 -0.18
N -0.3938 0.4080 -0.4160 -1.19 2.57 1.83
S 0.7552 1.4238 1.8943 -0.94 -0.29 -0.51
H -0.9995 -2.4729 1.5536 1.58 2.24 -1.48
H 1.2839 -2.9331 1.1339 0.86 -2.14 0.66
H -2.7204 -0.7568 1.7515 -0.48 0.86 -1.82
H -3.1505 -0.8840 -0.0706 -0.14 0.37 0.06
H -2.5373 0.7439 0.6548 -1.55 -0.21 0.18
H 2.4416 1.1338 -1.0386 1.96 -1.92 -0.61
H 2.2217 2.5564 -0.1650 -0.44 -0.22 -0.75
H 1.3642 2.1794 -1.6811 -1.05 0.69 -0.60
H 0.3434 -1.1031 -1.4528 0.20 -1.44 -0.32
H -1.2782 -0.4273 -2.0831 1.39 -0.10 -0.04
H 0.4251 0.3281 -2.3470 -0.52 0.28 -0.38
H -1.0682 1.2329 -0.5292 0.55 -1.49 -0.10
H 2.0288 1.7485 1.9111 0.68 0.24 0.10
```
Positions in Å, forces in eV/Å.

Max |F|: 0.0667 Eh/bohr
Net charge: +1
Spin multiplicity: 1
Kohn-Sham gap (alpha / beta): 7.46 / 9.53 eV
Energy relative to the best compared isomer or geometry (same formula, charge and spin): 6.281 eV
Molecular weight: 157.3 g mol⁻¹
HOMO energy (alpha / beta): -11.654 / -13.539 eV